Record 1
The following is a quantum chemistry calculation of one molecule with the formula C22H20ClN5O in a non-equilibrium geometry, from the OMol25 dataset.

```
! RIJCOSX wB97M-V def2-TZVPD def2/J DEFGRID3
* xyz 0 1
C 1.54714 2.68454 1.25004
H 1.79879 -1.34529 3.28519
H 4.58277 -3.16830 0.45947
C 1.20579 -4.35392 -1.36229
C -2.87030 4.21572 1.82465
C 0.57492 1.68950 1.08493
H -3.13131 3.16875 1.66789
H -0.23993 6.35306 1.85493
H 3.65619 3.04540 1.20969
C 2.89711 2.30516 1.15368
C -0.55816 -5.91498 -2.74558
H -1.46855 1.83349 1.10311
H 4.16203 0.62866 0.69362
N 2.35685 -1.31872 0.59904
H 1.56311 -3.00835 2.72849
N 0.79651 0.41405 0.80512
C 3.18145 -1.99815 1.63736
C 3.13222 0.97061 0.79950
C -3.61237 6.45288 2.18195
C 2.09701 0.03284 0.70874
C -0.21074 -4.62879 -3.16687
C -2.29523 6.92278 2.08019
H 1.20969 -6.01264 0.05434
N 0.88828 3.91660 1.44793
O 2.74874 -4.14677 0.50823
H 0.52901 -2.31401 0.34583
H -1.17086 -6.54898 -3.36901
H 4.03765 -1.39696 1.90708
Cl -1.81002 8.58656 2.22460
H -0.35887 -7.38387 -1.17373
C 2.16621 -3.44122 -0.60869
C 2.33015 -2.25013 2.93529
H 2.92617 -2.60929 3.79148
N -0.59385 2.32677 1.21967
H -4.90036 4.68926 2.19255
C 3.76726 -3.36357 1.17743
C -0.41652 3.68724 1.43520
H -0.73394 -4.23729 -4.04314
H -4.45476 7.15438 2.30090
H 1.18797 -1.56148 -1.11422
N 0.60871 -3.84225 -2.43653
C -1.25471 6.00773 1.86659
C -3.92021 5.10883 2.07934
H 4.17651 -3.88023 2.03652
C -1.51901 4.64044 1.68091
C 1.43779 -2.12894 -0.23120
C -0.05567 -6.43420 -1.56863
C 0.81779 -5.62767 -0.86514
H 2.94573 -3.16312 -1.30014
*
```

Values from the calculation:
LUMO   0.04 eV
Energy relative to the best compared isomer or geometry (same formula, charge and spin)   26.6 kJ/mol
F_max   0.057 Eh/bohr
Kohn-Sham gap   7.76 eV
Highest occupied orbital energy   -7.72 eV
SMILES   C[C@H]1CO[C@@H](c2ccccn2)CN1c1ccc2nc(-c3cccc(Cl)c3)[nH]c2n1
M   405.89 g/mol

=====

Record 2
The following is a quantum chemistry calculation of C22H20F6N5O4OsS3Si as an isolated structure, from the OMol25 dataset.

```
! RIJCOSX wB97M-V def2-TZVPD def2/J DEFGRID3
* xyz 1 5
C -4.15773 -2.96381 0.24736
H -0.24539 1.09144 5.17131
C -0.05965 4.55590 0.55546
C 3.62929 0.92551 -4.05730
H -1.85176 4.55958 -1.38159
C 2.19994 1.69038 2.09031
C -2.57251 -1.56320 1.38737
C 1.04037 -2.04005 4.98554
N -1.03041 1.31852 -1.17110
S 2.74204 0.46445 0.93479
C -0.16192 3.11137 0.19263
H 1.29104 -3.17700 3.18742
N 1.27509 -0.37349 -3.98853
C 0.94701 -2.23924 3.61313
F 2.04736 -3.23604 -1.98980
C -1.52961 -2.08545 0.61378
C -1.80489 0.84495 -2.15308
N 1.21211 2.50280 1.89787
H 0.89512 4.74626 1.03435
S 0.48483 -1.60593 -3.37285
H 1.14340 -2.72371 0.63421
C -2.60979 3.01581 -2.66880
C -2.60059 1.66298 -2.93402
C -1.83122 3.50846 -1.62930
O 1.64130 1.55123 -2.39357
C 1.66539 -3.06771 -3.24006
Si 0.22420 -1.62869 0.99415
H 3.75508 1.21237 3.33349
H -3.21900 3.68945 -3.25719
C 0.41258 -1.24647 2.78719
H 0.69129 -0.68752 6.61479
O 2.81290 -0.53414 -1.98643
H 2.71116 2.48740 3.88586
H -0.42486 0.74625 2.74485
C 0.08937 0.15718 4.73505
F 4.19447 -0.12307 -4.61746
C -0.01120 -0.04506 3.36582
H -1.80417 -0.22457 -2.29383
F 3.16344 1.75233 -4.97295
S 2.24039 0.35853 -2.99688
H -3.19600 1.23320 -3.72730
H -2.36512 -0.82327 2.15287
N 0.46941 2.18120 0.79908
H -1.04276 -3.48834 -0.95259
H -0.15790 5.19063 -0.32283
O -0.55984 -2.03194 -4.23266
F 4.48087 1.54423 -3.25954
H -3.35054 -4.26066 -1.26071
Os 0.89091 0.23189 -0.44253
C 0.61404 -0.84241 5.54543
C -1.83100 -3.05774 -0.34762
H -5.17430 -3.30982 0.10982
F 2.71252 -2.85502 -4.01382
C -3.13446 -3.49698 -0.52491
H 1.44505 -2.82138 5.61733
H -4.67439 -1.59165 1.81444
H -0.84612 4.82645 1.26548
C -3.87850 -1.99753 1.20275
F 1.00268 -4.13181 -3.65258
O 0.09193 -1.31905 -1.95973
C -1.03773 2.64055 -0.91057
N 2.94675 1.79142 3.19823
*
```

Values from the calculation:
LUMO (spin up / spin down)   -3.80 / -5.10 eV
Energy relative to the best compared isomer or geometry (same formula, charge and spin)   94.9 kJ/mol
F_max   0.015 Eh/bohr
Kohn-Sham gap (spin up / spin down)   7.53 / 6.66 eV
Expectation value of S²   6.026
Highest occupied orbital energy (spin up / spin down)   -11.33 / -11.77 eV
M   846.94 g/mol

=====

Record 3
The following is a quantum chemistry calculation of C22H20FeN4O2S as an isolated structure in a non-equilibrium geometry, from the OMol25 dataset.

```
! RIJCOSX wB97M-V def2-TZVPD def2/J DEFGRID3
* xyz 1 2
H -4.91032 3.60866 -0.10635
H -0.90518 -1.32328 -4.99134
C -0.19242 -0.52443 -2.39233
C -1.62588 2.80598 -0.36001
C -4.12851 -1.45442 -0.26432
H 0.14626 -0.91278 4.63209
H -4.83006 -3.47497 -0.23986
O -0.07926 -1.60412 -3.09980
C -2.99331 0.82321 -0.29647
H 4.08384 0.84566 -3.14094
C 0.07868 -1.42407 -4.54237
C -4.13458 1.61552 -0.20256
C -1.61380 -2.48802 -0.24214
H -2.51229 -4.42840 -0.19925
H 1.85010 1.40574 -2.26357
H 0.57233 -2.32352 -4.88973
H 1.19523 -0.00848 5.74944
H 5.04781 -0.67007 0.74776
C -1.74419 1.42695 -0.38519
C 1.56208 0.01337 2.43409
N 2.78838 0.11893 1.84614
C -2.68074 -3.36138 -0.22466
H 0.67843 -0.54116 -4.74010
H 0.07096 0.85208 4.67068
N 1.78738 0.06041 3.76252
C 2.58186 0.93514 -1.62409
H -2.67913 4.67317 -0.23152
N 2.18523 0.69227 -0.35823
S 0.02940 -0.23965 1.77967
C -3.96433 -2.82569 -0.24118
C 4.73224 0.01077 -1.25794
H -5.11792 -1.02063 -0.27679
C -4.02121 2.99700 -0.18267
C -2.76864 3.59436 -0.25550
C 3.76915 0.24069 2.84018
C 0.73127 -0.00676 4.76779
N -1.77351 -1.16258 -0.26990
Fe -0.17606 0.30286 -0.58357
C 4.36506 -0.20211 0.05458
C 3.14041 0.20220 4.01946
H -5.11897 1.16643 -0.13934
H 5.71481 -0.28594 -1.59980
C 3.09637 0.18979 0.46358
H -0.59147 -2.84622 -0.22527
O -0.16152 0.62901 -2.76659
H 4.80875 0.38643 2.61635
C 3.83209 0.62417 -2.11391
H 3.52968 0.26523 5.02014
H -0.65282 3.28182 -0.41843
C -3.00163 -0.63919 -0.27878
*
```

Values from the calculation:
LUMO (spin up / spin down)   -3.29 / -2.67 eV
Energy relative to the best compared isomer or geometry (same formula, charge and spin)   172.9 kJ/mol
F_max   0.039 Eh/bohr
Kohn-Sham gap (spin up / spin down)   7.55 / 8.17 eV
Expectation value of S²   1.011
Highest occupied orbital energy (spin up / spin down)   -10.84 / -10.84 eV
M   460.34 g/mol

=====

Record 4
The following is a quantum chemistry calculation of C22H20IrN2O4S as an isolated structure in a non-equilibrium geometry, from the OMol25 dataset.

```
! RIJCOSX wB97M-V def2-TZVPD def2/J DEFGRID3
* xyz 2 6
H 2.53648 -6.43310 4.21785
C -2.51362 1.67480 -0.86505
N 1.71328 -0.91310 -0.48625
H 0.66808 3.29550 -3.07985
C 3.34358 1.59150 -4.29975
H -2.30482 1.56570 2.53585
H 3.35538 -1.33510 -1.63615
H -1.87432 3.95500 2.18275
H -2.77912 5.84830 0.28385
C 1.42018 2.52960 -3.18385
H 4.11908 -0.22550 -3.49325
C -2.28432 3.02430 -1.04575
H -4.74862 0.31800 -1.03375
C 2.51748 -0.65640 -1.48505
C -2.07392 3.87180 0.04795
S -3.23082 -0.54990 0.67985
H 3.34488 -3.62090 1.09215
H 2.36068 3.43080 -4.85675
C 1.37698 1.44370 -2.25405
H -5.54582 0.02490 0.53515
Ir -0.48452 -0.18280 -0.22715
H 3.98928 -5.62390 2.38645
O -0.47722 -3.16860 3.41885
H 4.07448 1.64850 -5.09255
C 2.70778 -3.98660 1.88335
C 2.41708 0.43240 -2.37265
C -2.28832 1.96840 1.53685
H -1.83712 5.60530 -1.18835
H -5.12392 -1.33830 -0.52515
C 1.06868 -4.91230 3.93115
C 1.12678 -2.16240 1.32435
C -1.91342 5.33420 -0.13875
H -0.99812 -3.60750 4.11035
H 0.44208 -5.25810 4.73955
C -4.82232 -0.35110 -0.18325
O -2.36402 -1.28800 -0.32065
C 1.51488 -3.30820 2.14595
H -2.72622 1.04920 -1.72575
C 2.36548 2.59850 -4.16965
C 0.66828 -3.78680 3.19225
H -1.04472 5.70740 0.40045
C -2.54952 1.14180 0.43825
O 0.09758 -1.47150 1.51675
C 3.06978 -5.10560 2.61005
H -2.30222 3.43750 -2.04525
C 3.36728 0.54580 -3.40725
O 0.45748 1.40700 -1.38215
N 1.96938 -1.91120 0.30875
C 2.24418 -5.56520 3.64485
C -2.04972 3.31240 1.33425
*
```

Values from the calculation:
LUMO (spin up / spin down)   -6.24 / -9.30 eV
Energy relative to the best compared isomer or geometry (same formula, charge and spin)   53.8 kJ/mol
F_max   0.063 Eh/bohr
Kohn-Sham gap (spin up / spin down)   7.63 / 4.53 eV
Expectation value of S²   8.805
Highest occupied orbital energy (spin up / spin down)   -13.87 / -13.83 eV
M   600.70 g/mol

=====

Record 5
The following is a quantum chemistry calculation of C22H20MnN3O2PS2 as an isolated structure in a non-equilibrium geometry, from the OMol25 dataset.

```
! RIJCOSX wB97M-V def2-TZVPD def2/J DEFGRID3
* xyz 2 4
C -1.71008 4.40056 -0.96261
H -0.10024 1.88419 5.31994
N 3.07087 -1.12165 -1.86508
H -0.69457 -3.12389 3.91980
C 2.41826 -0.68594 -2.90608
N 0.64353 -2.05307 1.04547
C -1.70809 1.24932 2.42312
H 1.90083 1.22005 -5.57641
C 2.85428 -2.00799 0.21871
H -1.93643 0.97848 -2.75126
C 2.07696 0.15500 -5.54849
H -3.00224 2.96300 -3.76473
H -2.88405 5.14095 -2.59428
C 2.36288 -3.07011 2.44976
C 0.83248 1.40057 3.46094
C -1.88239 1.93347 -2.26292
O 0.00130 -3.96882 -1.53286
H -2.71322 1.19187 2.02875
N 2.29949 -1.49858 -0.83110
C -0.24206 -2.33289 1.98498
S 0.65293 -0.61907 -2.94374
S 3.30471 -0.19871 -4.27681
C -1.73299 -0.80609 -0.55436
C -1.16212 -4.13220 -1.38501
H 3.92181 -2.18075 0.29073
C 0.68066 1.09668 2.12313
H -2.31029 -0.78721 -1.47530
C -1.22938 2.05766 -1.03807
C 1.40021 -3.32289 3.42508
O -2.29335 -4.27209 -1.23847
H 1.54754 0.92532 1.49397
H -1.25976 -2.03132 1.81961
C -1.53885 1.54755 3.76436
P -0.90160 0.62170 -0.10347
H -1.60657 5.35231 -0.46063
C -0.62270 1.01117 1.61147
C -0.26287 1.65379 4.26837
Mn 0.37419 -1.16560 -0.80686
H 1.15528 -0.39801 -5.41397
C 1.94061 -2.41211 1.29574
C -2.47299 3.04563 -2.80878
H 3.39760 -3.37211 2.58432
H 1.63819 -3.81239 4.36279
H -0.59896 3.36552 0.54474
C -1.12102 3.29287 -0.40063
C 0.10064 -2.92921 3.19761
H -2.11642 -1.46715 0.22412
H -2.41115 1.68216 4.38932
H 1.82416 1.50529 3.87174
H 2.53405 -0.17383 -6.47463
C -2.41907 4.26861 -2.14203
*
```

Values from the calculation:
LUMO (spin up / spin down)   -8.26 / -7.61 eV
F_max   0.033 Eh/bohr
Kohn-Sham gap (spin up / spin down)   6.01 / 6.66 eV
Expectation value of S²   4.132
Highest occupied orbital energy (spin up / spin down)   -14.27 / -14.26 eV
M   508.47 g/mol

=====

Record 6
The following is a quantum chemistry calculation of one molecule with the formula C22H20N2O4 in a non-equilibrium geometry, from the OMol25 dataset.

```
! RIJCOSX wB97M-V def2-TZVPD def2/J DEFGRID3
* xyz 0 1
C 0.97215 -2.65633 0.02111
C 1.08568 1.56819 1.03536
C -5.10042 -0.20343 -0.09963
C -0.39261 1.77801 0.76650
H -0.38907 -2.02995 -3.00086
H 1.24545 0.86679 1.85388
C 3.26496 1.17928 -0.16914
C 1.26805 -0.33809 -0.58108
C 1.75501 1.05232 -0.26319
H -3.19811 -3.33338 1.84548
H -0.05166 -3.88349 -1.40468
H 3.16015 3.31593 -0.03612
H 0.46007 0.21378 -2.48268
C 4.12713 0.09414 -0.23121
C -3.31940 1.41968 0.15287
H -6.12575 -0.41742 -0.35644
H -1.50209 -3.71973 1.46350
H 3.73925 -0.90417 -0.36476
C -4.24155 -1.21029 0.30081
O -6.67161 1.82603 -0.86437
C -2.45546 0.41588 0.55050
H 1.12865 -3.46197 0.72412
H 1.43192 1.72139 -1.07107
C -2.38886 -3.18821 1.12421
H -2.97927 2.44126 0.08691
C -4.63604 1.10105 -0.16891
O -2.00784 -1.83345 1.04406
C 5.49784 0.27558 -0.14172
H 6.15178 -0.58290 -0.19065
C 0.12744 -1.85533 -2.06858
H -2.69142 -3.57410 0.14703
N -5.53342 2.14462 -0.58069
H 5.58127 3.63346 0.13960
N -1.12262 0.62674 0.88244
C 6.02867 1.54357 0.00452
C -2.92500 -0.91875 0.63038
H 1.51588 2.53132 1.30781
H -4.60973 -2.22156 0.35399
H -0.62807 -0.22463 1.11779
O -0.85462 2.84745 0.44675
O -5.10900 3.27869 -0.62238
H 7.09704 1.68235 0.07664
C 5.17827 2.63603 0.04352
C 1.43762 -1.38849 0.31845
C 0.31278 -2.89348 -1.17308
H 1.94883 -1.21825 1.25599
C 3.81173 2.45383 -0.04756
C 0.60601 -0.58995 -1.77538
*
```

Values from the calculation:
LUMO   -0.13 eV
Energy relative to the best compared isomer or geometry (same formula, charge and spin)   343.2 kJ/mol
F_max   0.029 Eh/bohr
Kohn-Sham gap   8.52 eV
Highest occupied orbital energy   -8.65 eV
SMILES   COc1ccc([N+](=O)[O-])cc1NC(=O)CC(c1ccccc1)c1ccccc1
M   376.41 g/mol